Entry 1:
Entry from the Open Molecules 2025 dataset: a molecular structure, C35H37N6O2PtS2 at a distorted geometry (ωB97M-V with the def2-TZVPD basis set).

Positions of all 83 atoms, in Å:
1 Pt 1.548 0.302 0.587
2 C 0.455 1.626 6.811
3 C 0.439 0.154 6.415
4 N -0.027 -0.087 5.065
5 C -1.406 -0.478 4.867
6 C -2.314 0.716 4.579
7 C 0.813 0.132 4.032
8 S 0.147 -0.341 2.458
9 N 2.014 0.543 4.310
10 C 3.089 1.027 3.741
11 O 3.204 1.652 2.562
12 C 4.336 1.039 4.489
13 C 4.355 0.839 5.873
14 C 5.539 0.931 6.575
15 C 6.728 1.207 5.916
16 C 6.724 1.384 4.541
17 C 5.545 1.308 3.832
18 H 0.840 1.724 7.822
19 H -0.544 2.050 6.783
20 H 1.098 2.188 6.141
21 H -0.206 -0.408 7.093
22 H 1.454 -0.248 6.482
23 H -1.743 -1.002 5.763
24 H -1.452 -1.173 4.024
25 H -2.354 1.388 5.432
26 H -3.318 0.364 4.365
27 H -1.946 1.260 3.713
28 H 3.427 0.646 6.386
29 H 5.534 0.800 7.645
30 H 7.647 1.299 6.472
31 H 7.645 1.593 4.021
32 H 5.542 1.453 2.763
33 C -7.346 -0.667 -10.041
34 O -6.518 -1.599 -9.382
35 C -5.729 -1.210 -8.369
36 C -4.945 -2.220 -7.786
37 C -4.108 -1.939 -6.740
38 C -4.004 -0.632 -6.228
39 C -4.788 0.370 -6.811
40 C -5.634 0.093 -7.865
41 C -3.075 -0.399 -5.157
42 N -2.309 -1.344 -4.636
43 C -1.571 -0.755 -3.678
44 C -1.891 0.611 -3.596
45 N -2.843 0.814 -4.549
46 C -1.296 1.485 -2.650
47 C -1.597 2.829 -2.497
48 C -0.972 3.555 -1.480
49 C -0.097 2.898 -0.634
50 N 0.218 1.621 -0.764
51 C -0.324 0.882 -1.780
52 C 0.079 -0.462 -1.919
53 N 1.106 -0.931 -1.133
54 C 1.468 -2.207 -1.257
55 C 0.845 -3.112 -2.088
56 C -0.199 -2.669 -2.906
57 C -0.562 -1.336 -2.848
58 H -7.871 -1.235 -10.806
59 H -6.758 0.123 -10.516
60 H -8.078 -0.225 -9.358
61 H -5.015 -3.216 -8.195
62 H -3.506 -2.709 -6.287
63 H -4.744 1.388 -6.450
64 H -6.211 0.893 -8.303
65 H -3.289 1.687 -4.772
66 H -2.318 3.309 -3.143
67 H -1.184 4.599 -1.328
68 H 0.357 3.423 0.194
69 H 2.312 -2.523 -0.659
70 H 1.163 -4.140 -2.107
71 H -0.718 -3.327 -3.584
72 C 4.814 -2.152 0.996
73 S 3.469 -1.368 1.926
74 C 2.566 -2.869 2.409
75 H 5.363 -2.796 1.679
76 H 5.459 -1.359 0.635
77 H 4.424 -2.728 0.163
78 H 2.435 -3.515 1.547
79 H 1.596 -2.563 2.790
80 H 3.132 -3.375 3.187
81 C 2.132 1.994 1.758
82 H 2.483 2.805 1.110
83 H 1.264 2.315 2.352

Values from the calculation:
Highest occupied orbital energy (spin up / spin down) in eV: -9.141 / -9.138
Charge: +1
Gap between HOMO and LUMO (spin up / spin down) in eV: 6.012 / 6.012

Atomic partial charges in e from the Mulliken method, atoms 1 to 2: number 1, Pt, carries 1.03; number 2, C, carries -1.04

***

Entry 2:
Entry from the Open Molecules 2025 dataset: a molecular structure, C35H37NO3P2Sn at a distorted geometry (ωB97M-V with the def2-TZVPD basis set).

Positions of all 79 atoms, in Å:
1 Sn 0.004 0.000 3.005
2 C -1.906 0.857 -4.603
3 C -1.913 -0.414 -4.184
4 C -1.036 -1.573 -4.578
5 C 0.296 -1.245 -5.289
6 C 1.209 -0.373 -4.461
7 C 1.216 0.960 -4.342
8 C 0.340 1.998 -4.992
9 C -0.992 1.516 -5.609
10 C 1.408 0.484 4.514
11 H -2.636 1.523 -4.143
12 H -2.665 -0.672 -3.437
13 H -1.616 -2.261 -5.213
14 H -0.810 -2.142 -3.666
15 H 0.807 -2.195 -5.484
16 H 0.099 -0.802 -6.267
17 H 1.939 -0.917 -3.860
18 H 1.968 1.382 -3.674
19 H 0.920 2.522 -5.768
20 H 0.114 2.761 -4.234
21 H -1.504 2.397 -6.016
22 H -0.796 0.862 -6.460
23 H 1.195 1.461 4.958
24 H 2.430 0.501 4.111
25 H 1.369 -0.276 5.304
26 P -1.473 -0.516 1.363
27 P 1.557 0.014 1.349
28 C -0.554 -0.758 -0.204
29 C 0.768 -0.551 -0.204
30 C -2.471 -2.039 1.480
31 C -2.832 -2.794 0.353
32 C -3.558 -3.973 0.504
33 C -3.930 -4.406 1.780
34 C -3.578 -3.658 2.903
35 C -2.849 -2.477 2.755
36 C -2.680 0.772 0.899
37 C -2.286 2.118 0.909
38 C -3.220 3.126 0.680
39 C -4.558 2.803 0.449
40 C -4.959 1.466 0.450
41 C -4.027 0.454 0.674
42 C 3.036 -1.040 1.470
43 C 2.949 -2.326 2.020
44 C 4.099 -3.089 2.214
45 C 5.349 -2.571 1.871
46 C 5.444 -1.285 1.336
47 C 4.296 -0.521 1.138
48 C 2.218 1.642 0.838
49 C 2.425 2.599 1.840
50 C 2.869 3.878 1.506
51 C 3.112 4.207 0.172
52 C 2.911 3.255 -0.831
53 C 2.465 1.977 -0.501
54 H -1.090 -1.050 -1.107
55 H 1.368 -0.666 -1.107
56 H -2.556 -2.450 -0.640
57 H -3.835 -4.554 -0.371
58 H -4.500 -5.324 1.894
59 H -3.873 -3.990 3.894
60 H -2.570 -1.877 3.617
61 H -1.248 2.374 1.104
62 H -2.902 4.166 0.684
63 H -5.286 3.590 0.272
64 H -6.000 1.210 0.277
65 H -4.344 -0.584 0.674
66 H 1.978 -2.728 2.302
67 H 4.020 -4.088 2.635
68 H 6.245 -3.165 2.024
69 H 6.416 -0.874 1.075
70 H 4.375 0.480 0.725
71 H 2.240 2.319 2.875
72 H 3.033 4.614 2.288
73 H 3.463 5.202 -0.088
74 H 3.104 3.509 -1.869
75 H 2.320 1.234 -1.281
76 O -0.150 -1.033 6.956
77 N 0.004 0.000 6.375
78 O -0.186 1.024 6.960
79 O 0.004 0.000 5.005

Values from the calculation:
Highest occupied orbital energy in eV: -5.897
Charge: 0
Gap between HOMO and LUMO in eV: 6.002

Atomic partial charges in e from the Mulliken method, atoms 1 to 2: number 1, Sn, carries 1.90; number 2, C, carries -0.35

***

Entry 3:
Entry from the Open Molecules 2025 dataset: a molecular structure, C35H38BaClN6O2 at a distorted geometry (ωB97M-V with the def2-TZVPD basis set).

Positions of all 83 atoms, in Å:
1 Ba 0.364 0.108 0.302
2 C -2.960 1.447 1.255
3 C -3.866 0.234 1.008
4 C -3.517 -0.739 -0.102
5 C -4.502 -1.168 -0.986
6 C -4.203 -2.155 -1.914
7 C -2.934 -2.708 -1.928
8 C -2.006 -2.214 -1.025
9 N -2.280 -1.241 -0.153
10 N -1.712 1.236 2.023
11 C -1.933 0.733 3.377
12 C -2.162 -0.757 3.508
13 C -2.887 -1.257 4.583
14 C -3.006 -2.630 4.717
15 C -2.416 -3.452 3.770
16 C -1.728 -2.858 2.722
17 N -1.597 -1.537 2.593
18 C -1.014 2.536 2.080
19 C 0.337 2.493 2.779
20 C 0.568 3.208 3.950
21 C 1.821 3.157 4.536
22 C 2.813 2.400 3.939
23 C 2.505 1.722 2.770
24 N 1.299 1.760 2.203
25 H -3.567 2.200 1.786
26 H -2.677 1.881 0.294
27 H -4.854 0.638 0.783
28 H -3.989 -0.344 1.926
29 H -5.493 -0.730 -0.943
30 H -4.958 -2.491 -2.616
31 H -2.655 -3.486 -2.627
32 H -0.986 -2.604 -1.005
33 H -2.755 1.278 3.868
34 H -1.036 0.937 3.962
35 H -3.349 -0.583 5.295
36 H -3.557 -3.053 5.549
37 H -2.477 -4.530 3.842
38 H -1.254 -3.462 1.956
39 H -1.643 3.293 2.574
40 H -0.859 2.885 1.057
41 H -0.233 3.788 4.392
42 H 2.018 3.698 5.454
43 H 3.805 2.326 4.366
44 H 3.250 1.114 2.265
45 O -1.203 3.868 -1.259
46 C -0.472 2.876 -1.272
47 O -0.785 1.654 -1.051
48 C 1.017 3.094 -1.528
49 C 1.443 3.968 -2.516
50 C 2.799 4.074 -2.761
51 C 3.687 3.332 -1.993
52 C 3.174 2.507 -1.007
53 N 1.861 2.377 -0.775
54 H 0.706 4.531 -3.073
55 H 3.166 4.724 -3.546
56 H 4.755 3.378 -2.163
57 H 3.837 1.907 -0.389
58 Cl 1.572 -3.145 2.483
59 C 1.571 -1.268 2.556
60 H 2.636 -1.042 2.761
61 H 1.062 -1.048 3.513
62 C 1.510 -1.217 -5.679
63 N 0.634 -0.670 -4.665
64 C 1.145 0.587 -4.153
65 C 0.314 -1.613 -3.583
66 C 1.486 -2.138 -2.764
67 C 2.234 -3.174 -3.343
68 C 3.380 -3.662 -2.726
69 C 3.764 -3.113 -1.505
70 C 2.980 -2.118 -0.922
71 C 1.809 -1.578 -1.497
72 H 1.571 -0.513 -6.515
73 H 1.100 -2.159 -6.055
74 H 2.534 -1.416 -5.322
75 H 1.290 1.286 -4.985
76 H 2.100 0.483 -3.610
77 H 0.413 1.011 -3.466
78 H -0.230 -2.443 -4.052
79 H -0.384 -1.087 -2.926
80 H 1.918 -3.609 -4.292
81 H 3.954 -4.463 -3.181
82 H 4.650 -3.481 -0.998
83 H 3.284 -1.774 0.075

Values from the calculation:
Highest occupied orbital energy in eV: -3.382
Charge: -1
Gap between HOMO and LUMO in eV: 5.614

Atomic partial charges in e from the Mulliken method, atoms 1 to 2: number 1, Ba, carries 1.48; number 2, C, carries -0.91

***

Entry 4:
Entry from the Open Molecules 2025 dataset: a molecular structure, C35H38CdN7P2S2 (ωB97M-V with the def2-TZVPD basis set).

Positions of all 85 atoms, in Å:
1 Cd -0.951 -1.141 -0.722
2 C -3.095 -1.563 5.216
3 C -1.656 -1.689 4.737
4 N -1.539 -2.452 3.499
5 C -1.730 -1.932 2.272
6 S -1.418 -3.038 0.939
7 N -2.133 -0.676 2.231
8 N -2.219 -0.149 0.985
9 C -2.750 1.005 0.838
10 C -3.354 1.796 1.953
11 C -2.715 1.558 -0.544
12 C -3.174 2.838 -0.829
13 C -3.108 3.306 -2.133
14 C -2.595 2.488 -3.124
15 C -2.154 1.225 -2.759
16 N -2.209 0.778 -1.509
17 H -3.146 -1.002 6.149
18 H -3.531 -2.549 5.384
19 H -3.692 -1.045 4.467
20 H -1.047 -2.196 5.485
21 H -1.228 -0.701 4.563
22 H -1.217 -3.403 3.528
23 H -3.489 1.157 2.819
24 H -4.312 2.225 1.661
25 H -2.686 2.614 2.239
26 H -3.570 3.462 -0.042
27 H -3.457 4.303 -2.368
28 H -2.525 2.814 -4.152
29 H -1.737 0.541 -3.489
30 N 1.762 0.663 -0.358
31 P 1.069 -0.046 1.041
32 C 2.420 -0.937 1.850
33 C 3.536 -0.300 2.394
34 C 4.563 -1.049 2.943
35 C 4.479 -2.437 2.959
36 C 3.371 -3.077 2.427
37 C 2.340 -2.329 1.871
38 C 0.760 1.365 2.142
39 C 0.288 2.561 1.598
40 C -0.076 3.613 2.424
41 C 0.002 3.474 3.804
42 C 0.448 2.280 4.352
43 C 0.826 1.230 3.526
44 P 1.234 -0.023 -1.812
45 C 1.204 1.349 -2.994
46 C 1.091 2.668 -2.561
47 C 0.937 3.695 -3.483
48 C 0.879 3.408 -4.839
49 C 0.983 2.093 -5.276
50 C 1.145 1.067 -4.359
51 C 2.535 -1.114 -2.432
52 C 3.707 -0.627 -3.011
53 C 4.705 -1.506 -3.396
54 C 4.537 -2.874 -3.210
55 C 3.372 -3.365 -2.641
56 C 2.371 -2.485 -2.253
57 H 2.647 1.157 -0.319
58 H 3.596 0.783 2.397
59 H 5.428 -0.553 3.363
60 H 5.282 -3.019 3.392
61 H 3.306 -4.157 2.442
62 H 1.466 -2.820 1.456
63 H 0.209 2.665 0.522
64 H -0.423 4.543 1.991
65 H -0.282 4.295 4.448
66 H 0.512 2.165 5.426
67 H 1.179 0.303 3.962
68 H 1.129 2.893 -1.503
69 H 0.865 4.719 -3.141
70 H 0.760 4.209 -5.557
71 H 0.946 1.868 -6.333
72 H 1.235 0.043 -4.705
73 H 3.833 0.438 -3.168
74 H 5.614 -1.127 -3.844
75 H 5.318 -3.558 -3.515
76 H 3.239 -4.429 -2.503
77 H 1.455 -2.872 -1.815
78 N -4.094 -2.893 -3.712
79 C -3.259 -2.804 -2.667
80 N -3.762 -3.007 -1.455
81 S -1.615 -2.450 -2.950
82 H -5.027 -3.258 -3.619
83 H -3.717 -2.767 -4.634
84 H -4.739 -3.210 -1.320
85 H -3.149 -3.027 -0.639

Values from the calculation:
Highest occupied orbital energy in eV: -10.200
Charge: +1
Gap between HOMO and LUMO in eV: 7.868

Atomic partial charges in e from the Mulliken method, atoms 1 to 2: number 1, Cd, carries 2.25; number 2, C, carries -1.25

***

Entry 5:
Entry from the Open Molecules 2025 dataset: a molecular structure, C35H38F6N3O6PtS2Se4 at a distorted geometry (ωB97M-V with the def2-TZVPD basis set).

Positions of all 95 atoms, in Å:
1 Pt 1.055 -0.864 2.215
2 Se 2.640 -3.744 0.041
3 Se 3.588 -5.748 0.111
4 Se 3.733 -4.043 3.462
5 Se 2.025 -3.183 2.303
6 F 3.509 2.062 3.174
7 C 2.905 2.773 4.131
8 F 2.247 3.781 3.539
9 F 3.830 3.288 4.934
10 S 1.671 1.728 5.024
11 O 0.985 1.075 3.930
12 O 0.939 2.676 5.806
13 N 2.521 0.785 5.951
14 S 2.869 -0.722 5.640
15 O 1.961 -1.343 4.696
16 O 3.161 -1.429 6.846
17 C 4.539 -0.606 4.783
18 F 5.380 -1.529 5.245
19 F 5.093 0.592 5.009
20 F 4.410 -0.764 3.467
21 C 1.267 0.266 -7.200
22 C 1.697 -0.697 -6.122
23 C 2.939 -1.311 -6.205
24 C 3.375 -2.155 -5.194
25 C 2.558 -2.405 -4.110
26 C 1.296 -1.809 -4.012
27 N 0.587 -2.063 -2.820
28 C -0.740 -2.374 -2.613
29 C -1.604 -2.635 -3.685
30 C -2.934 -2.943 -3.471
31 C -3.447 -3.022 -2.183
32 C -2.588 -2.828 -1.112
33 C -1.245 -2.513 -1.297
34 C -0.404 -2.385 -0.042
35 O -0.777 -3.003 0.958
36 O 0.677 -1.671 -0.105
37 C 0.865 -0.925 -5.015
38 C -0.423 -0.156 -4.903
39 H 1.986 0.270 -8.019
40 H 1.193 1.284 -6.808
41 H 0.287 0.001 -7.603
42 H 3.577 -1.110 -7.059
43 H 4.352 -2.619 -5.253
44 H 2.885 -3.058 -3.311
45 H 1.140 -2.039 -1.974
46 H -1.212 -2.597 -4.695
47 H -3.581 -3.124 -4.322
48 H -4.492 -3.257 -2.017
49 H -2.939 -2.905 -0.090
50 H -0.844 -0.225 -3.906
51 H -1.174 -0.516 -5.613
52 H -0.250 0.899 -5.124
53 C -5.479 0.920 1.841
54 C -4.207 0.220 2.258
55 C -4.249 -0.907 3.081
56 C -3.074 -1.505 3.532
57 C -3.095 -2.728 4.412
58 C -1.863 -0.976 3.135
59 C -1.765 0.074 2.187
60 C -2.990 0.695 1.817
61 N -0.531 0.390 1.679
62 C -0.298 1.508 0.744
63 C -0.654 2.850 1.426
64 C -0.334 4.018 0.486
65 C 1.166 4.037 0.182
66 C 1.552 2.722 -0.500
67 C 0.782 2.572 -1.813
68 C -0.717 2.553 -1.508
69 C -1.119 3.865 -0.822
70 C -1.049 1.363 -0.601
71 C 1.209 1.549 0.423
72 H -6.350 0.448 2.294
73 H -5.603 0.888 0.756
74 H -5.460 1.968 2.144
75 H -5.209 -1.304 3.399
76 H -4.097 -2.927 4.796
77 H -2.410 -2.618 5.254
78 H -2.764 -3.595 3.834
79 H -0.952 -1.378 3.561
80 H -2.996 1.564 1.183
81 H -0.071 2.931 2.348
82 H -1.706 2.881 1.707
83 H -0.619 4.950 0.982
84 H 1.729 4.151 1.114
85 H 1.411 4.887 -0.466
86 H 2.626 2.711 -0.701
87 H 1.076 1.642 -2.312
88 H 1.016 3.407 -2.485
89 H -1.278 2.446 -2.439
90 H -2.196 3.870 -0.617
91 H -0.901 4.709 -1.485
92 H -0.743 0.425 -1.069
93 H -2.125 1.315 -0.454
94 H 1.761 1.641 1.363
95 H 1.489 0.609 -0.052

Values from the calculation:
2S+1: 5
Highest occupied orbital energy (spin up / spin down) in eV: -5.309 / -5.466
Charge: -1
<S²>: 6.05
Gap between HOMO and LUMO (spin up / spin down) in eV: 7.207 / 5.512

Atomic partial charges in e from the Mulliken method, atoms 1 to 2: number 1, Pt, carries 2.57; number 2, Se, carries 0.09